[1]
Density functional theory data (ωB97M-V with the def2-TZVPD basis set) for a molecular structure, C20H23F24O10PS2.

Each line ends with the Mulliken charge.
CARTESIAN COORDINATES (ANGSTROEM)
O  1.377  4.369  -0.640  -0.741
P  0.425  3.324  -0.282  0.890
O  0.160  3.044  1.266  -0.356
O  -1.032  3.514  -0.884  -0.376
C  0.992  1.654  -0.801  0.004
O  1.163  1.735  -2.239  -0.426
S  -0.115  1.124  -2.992  1.224
O  -0.801  2.162  -3.673  -0.371
O  0.299  -0.045  -3.677  -0.641
O  -0.934  0.745  -1.689  -0.497
C  0.063  0.451  -0.668  0.168
C  -0.518  0.075  0.681  -0.699
C  -0.008  -1.272  1.183  -0.866
C  1.488  -1.252  1.545  -0.701
S  2.563  -2.144  0.369  -0.110
H  -0.394  3.724  1.683  0.288
H  -1.056  4.264  -1.502  0.247
H  1.959  1.494  -0.325  0.473
H  0.636  -0.395  -1.064  0.519
H  -1.605  0.048  0.588  0.260
H  -0.290  0.852  1.410  0.147
H  -0.197  -2.029  0.420  0.556
H  -0.582  -1.542  2.070  0.379
H  1.650  -1.720  2.512  0.294
H  1.850  -0.228  1.614  0.292
H  3.083  -1.081  -0.258  0.105
C  -2.987  4.025  -5.063  -0.724
C  -3.385  5.108  -4.055  0.899
C  -4.835  5.133  -3.557  0.056
F  -5.690  5.343  -4.577  -0.229
F  -4.972  6.148  -2.672  -0.267
F  -3.030  6.327  -4.498  -0.279
F  -2.647  4.848  -2.922  -0.310
O  -2.970  4.406  -6.425  -0.406
C  -4.070  4.330  -7.223  0.754
C  -4.482  5.704  -7.779  0.201
F  -4.703  6.577  -6.776  -0.219
F  -5.628  5.561  -8.482  -0.261
F  -5.106  3.718  -6.617  -0.296
F  -3.740  3.581  -8.307  -0.305
H  -1.950  3.800  -4.831  0.424
H  -3.556  3.109  -4.900  0.404
H  -5.083  4.192  -3.058  0.290
H  -3.697  6.087  -8.433  0.247
C  6.571  -8.045  0.558  -0.694
C  6.574  -7.339  1.920  0.860
C  5.239  -7.216  2.667  0.084
F  4.349  -6.498  1.952  -0.199
F  5.457  -6.579  3.838  -0.265
F  7.165  -6.135  1.829  -0.266
F  7.346  -8.129  2.732  -0.327
O  6.519  -7.223  -0.590  -0.390
C  5.343  -6.820  -1.150  0.818
C  5.203  -5.287  -1.160  0.159
F  5.322  -4.795  0.088  -0.209
F  3.979  -4.970  -1.635  -0.264
F  4.275  -7.406  -0.578  -0.284
F  5.360  -7.199  -2.453  -0.304
H  7.546  -8.525  0.502  0.390
H  5.813  -8.829  0.534  0.340
H  4.826  -8.207  2.874  0.269
H  5.971  -4.850  -1.800  0.266
C  -3.021  1.497  6.313  -0.769
C  -3.388  1.993  4.907  0.929
C  -3.945  0.977  3.898  0.081
F  -3.053  -0.003  3.643  -0.177
F  -4.201  1.621  2.738  -0.270
F  -2.360  2.672  4.359  -0.221
F  -4.419  2.873  5.095  -0.337
O  -1.657  1.213  6.567  -0.402
C  -1.098  -0.011  6.340  0.788
C  0.041  0.066  5.308  0.156
F  -0.421  0.618  4.169  -0.171
F  0.472  -1.186  5.033  -0.288
F  -2.011  -0.936  5.988  -0.278
F  -0.528  -0.426  7.496  -0.307
H  -3.239  2.345  6.960  0.389
H  -3.673  0.676  6.613  0.345
H  -4.871  0.535  4.273  0.245
H  0.869  0.661  5.697  0.264

Results
* HOMO: -9.28 eV
* multiplicity: 1
* total charge: 0
* energy relative to the best compared isomer or geometry (same formula, charge and spin): 0.00 kcal/mol
* largest force on an atom: 0.64 eV Å⁻¹
* LUMO level: 0.219 eV
* gap between HOMO and LUMO: 9.50 eV

[2]
Density functional theory data (ωB97M-V with the def2-TZVPD basis set) for 2 unconnected molecules or ions with the total composition C5H10N3S3 in a non-equilibrium geometry.

Each line ends with the natural charge from an NBO analysis.
CARTESIAN COORDINATES (ANGSTROEM)
C  2.523  -1.250  -0.268  0.376
C  0.410  -2.042  0.048  0.163
C  1.655  -0.199  0.006  0.017
C  -3.738  0.078  0.344  -0.767
C  0.584  2.391  0.670  -0.801
N  1.715  -2.415  -0.240  -0.534
N  0.467  -0.726  0.232  -0.538
N  3.827  -1.268  -0.482  -0.731
S  -0.889  -3.021  -0.006  0.047
S  -2.290  0.917  -0.227  0.093
S  2.100  1.506  0.293  0.358
H  -4.500  0.786  0.167  0.242
H  -3.347  -0.144  1.285  0.249
H  -3.913  -0.820  -0.191  0.258
H  0.532  2.181  1.755  0.248
H  -0.332  2.183  0.033  0.261
H  0.693  3.526  0.524  0.290
H  2.050  -3.253  -0.718  0.450
H  -0.351  -0.147  0.453  0.456
H  4.154  -2.103  -0.907  0.414
H  4.508  -0.526  -0.255  0.450

Results
* HOMO (spin up / spin down): -12.53 / -11.66 eV
* multiplicity: 1
* total charge: +1
* energy relative to the best compared isomer or geometry (same formula, charge and spin): 25.39 kcal/mol
* largest force on an atom: 3.01 eV Å⁻¹
* LUMO level (spin up / spin down): -5.871 / -5.266 eV
* gap between HOMO and LUMO (spin up / spin down): 6.66 / 6.39 eV

[3]
Density functional theory data (ωB97M-V with the def2-TZVPD basis set) for C6H12N2O4 in the gas phase in a non-equilibrium geometry.

Each line ends with the natural charge from an NBO analysis.
CARTESIAN COORDINATES (ANGSTROEM)
C  0.007  0.251  -1.042  -0.153
C  -0.194  -0.166  0.421  0.682
C  1.366  0.940  -1.249  0.069
C  2.458  0.008  -1.331  -0.647
C  -1.723  -0.363  2.298  -0.357
C  -1.954  -1.859  2.465  0.784
H  -0.843  2.026  -1.353  0.365
H  -1.064  0.957  -2.435  0.378
H  0.119  -0.720  -1.561  0.219
H  1.476  1.648  -0.439  0.164
H  2.185  2.133  -2.580  0.480
H  2.373  -0.530  -2.344  0.213
H  2.483  -0.863  -0.605  0.258
H  3.465  0.511  -1.311  0.213
H  -2.026  0.454  0.293  0.445
H  -0.983  0.153  2.949  0.230
H  -2.699  0.110  2.557  0.236
H  -0.143  -1.950  1.976  0.505
N  -1.173  1.068  -1.432  -0.828
N  -1.437  -0.056  0.932  -0.615
O  0.754  -0.650  0.991  -0.668
O  1.331  1.672  -2.459  -0.735
O  -3.068  -2.268  2.681  -0.540
O  -0.710  -2.507  2.579  -0.697

Results
* HOMO: -10.01 eV
* multiplicity: 1
* SMILES: C[C@@H](O)[C@H](N)C(=O)NCC(=O)O
* total charge: 0
* energy relative to the best compared isomer or geometry (same formula, charge and spin): 22.42 kcal/mol
* largest force on an atom: 4.74 eV Å⁻¹
* LUMO level: 0.474 eV
* gap between HOMO and LUMO: 10.48 eV

[4]
Density functional theory data (ωB97M-V with the def2-TZVPD basis set) for a molecular structure, C29H41N8O6P2Pd in a non-equilibrium geometry.

Each line ends with the Löwdin spin population.
CARTESIAN COORDINATES (ANGSTROEM)
Pd  -0.412  0.197  0.056  0.850
C  -4.197  1.537  -5.789  0.000
O  -5.169  2.467  -5.356  0.001
C  -4.786  3.362  -4.403  0.002
C  -5.773  4.227  -3.940  -0.001
C  -5.485  5.150  -2.957  0.002
C  -4.212  5.220  -2.375  -0.001
C  -3.217  4.383  -2.891  0.003
C  -3.495  3.463  -3.895  0.000
N  -4.060  6.170  -1.342  0.011
N  -2.986  6.205  -0.634  -0.004
C  -2.338  5.119  -0.137  0.001
C  -1.008  5.342  0.288  -0.002
C  -0.160  4.338  0.680  0.001
C  -0.563  2.983  0.692  0.002
O  0.191  2.047  1.061  0.045
C  -1.972  2.729  0.307  0.005
N  -2.332  1.423  0.337  0.043
C  -3.603  1.119  0.204  0.002
C  -4.599  2.094  0.047  0.001
C  -4.230  3.408  -0.060  -0.002
C  -2.866  3.768  0.014  0.000
H  -4.701  0.869  -6.483  0.000
H  -3.797  0.957  -4.952  0.000
H  -3.370  2.033  -6.306  0.000
H  -6.764  4.162  -4.374  0.000
H  -6.249  5.829  -2.601  0.000
H  -2.205  4.462  -2.517  0.000
H  -2.696  2.833  -4.264  0.000
H  -0.656  6.366  0.239  0.000
H  0.859  4.555  0.983  0.000
H  -3.863  0.066  0.240  0.001
H  -5.639  1.802  0.014  0.000
H  -4.985  4.168  -0.168  0.000
C  2.722  -0.742  -3.634  0.000
N  2.096  -0.258  -2.419  -0.001
C  0.975  0.654  -2.628  -0.001
P  2.842  -0.420  -0.964  0.002
O  2.158  0.290  0.129  0.016
O  2.931  -2.028  -0.738  0.000
P  1.788  -2.943  -0.034  0.000
O  0.632  -2.198  0.505  0.001
N  2.613  -3.736  1.153  0.000
C  3.688  -4.647  0.789  0.000
C  2.907  -2.946  2.354  0.000
N  1.429  -4.028  -1.214  0.000
C  2.285  -4.289  -2.360  0.000
C  0.033  -4.410  -1.412  0.000
N  4.452  -0.084  -1.052  0.001
C  5.448  -0.914  -1.709  0.000
C  4.801  1.336  -0.988  0.000
H  1.965  -1.191  -4.283  0.000
H  3.468  -1.505  -3.414  0.000
H  3.208  0.067  -4.192  0.000
H  0.184  0.138  -3.178  0.000
H  1.284  1.552  -3.176  0.000
H  0.564  0.948  -1.657  -0.001
H  3.381  -5.278  -0.043  0.000
H  3.908  -5.294  1.639  0.000
H  4.609  -4.114  0.516  0.000
H  2.104  -2.231  2.530  0.000
H  3.850  -2.394  2.253  0.000
H  2.979  -3.616  3.213  0.000
H  3.300  -3.943  -2.178  0.000
H  1.905  -3.784  -3.256  0.000
H  2.320  -5.363  -2.561  0.000
H  -0.556  -4.121  -0.544  0.000
H  -0.042  -5.492  -1.545  0.000
H  -0.382  -3.906  -2.292  0.000
H  5.129  -1.954  -1.725  0.000
H  6.386  -0.858  -1.154  0.000
H  5.645  -0.586  -2.736  0.000
H  4.011  1.888  -0.480  0.000
H  4.953  1.761  -1.987  0.000
H  5.724  1.456  -0.418  0.000
O  -1.401  -1.275  -1.524  0.024
N  -2.412  -1.968  -1.100  0.001
C  -3.369  -2.336  -1.979  0.001
C  -4.472  -3.053  -1.574  0.000
C  -4.607  -3.425  -0.244  0.000
C  -3.605  -3.059  0.638  0.000
C  -2.516  -2.332  0.197  -0.001
H  -3.194  -2.005  -2.991  0.000
H  -5.219  -3.313  -2.310  0.000
H  -5.464  -3.990  0.091  0.000
H  -3.653  -3.325  1.685  0.000
H  -1.695  -1.998  0.823  -0.001

Results
* HOMO (spin up / spin down): -5.77 / -5.76 eV
* expectation value of S²: 0.754
* multiplicity: 2
* total charge: 0
* energy relative to the best compared isomer or geometry (same formula, charge and spin): 8.74 kcal/mol
* largest force on an atom: 2.04 eV Å⁻¹
* LUMO level (spin up / spin down): -0.050 / -0.055 eV
* gap between HOMO and LUMO (spin up / spin down): 5.72 / 5.70 eV

[5]
Density functional theory data (ωB97M-V with the def2-TZVPD basis set) for a molecular structure, C50H55BrN6O2Y in a non-equilibrium geometry.

Each line ends with the Mulliken charge.
CARTESIAN COORDINATES (ANGSTROEM)
Y  -0.480  -0.794  0.118  1.870
C  1.629  -6.333  -2.113  -0.879
C  0.211  -6.218  -1.550  -1.192
C  0.042  -5.035  -0.646  0.845
C  0.089  -5.025  0.767  0.945
C  0.318  -6.197  1.673  -1.169
C  1.797  -6.427  1.984  -0.957
C  -0.083  -3.685  1.166  -0.591
C  -0.067  -3.130  2.518  0.167
C  -0.166  -1.870  3.055  0.007
C  0.144  -1.556  4.444  0.753
C  0.465  -2.563  5.502  -1.350
C  1.943  -2.958  5.510  -0.908
C  0.171  -0.197  4.559  0.244
C  -0.144  0.336  3.249  0.347
C  -0.037  1.797  2.953  -0.937
C  0.257  2.369  1.777  -2.005
N  1.018  0.553  0.055  -0.017
C  -0.331  2.525  -1.638  -0.954
C  -0.053  1.770  -2.716  -0.718
C  -0.272  0.308  -3.047  -0.411
N  -0.359  -0.691  -2.195  0.062
C  -0.298  -1.899  -2.926  -0.127
C  -0.228  -3.168  -2.409  0.189
C  -0.157  -3.701  -1.051  -0.350
N  -0.234  -2.919  0.055  -0.840
C  -0.209  -1.547  -4.339  0.558
C  -0.185  -0.185  -4.413  0.567
C  -0.061  0.686  -5.626  -1.195
C  1.390  0.984  -6.005  -0.994
C  -0.107  -2.527  -5.464  -1.143
C  1.308  -3.088  -5.631  -0.830
C  0.535  3.721  -1.072  1.155
C  0.836  3.723  1.277  0.925
C  1.685  4.485  2.284  -0.642
C  3.161  4.543  1.919  -1.240
C  1.224  4.527  -2.172  -1.285
C  2.745  4.498  -2.125  -1.166
N  -0.399  -0.632  2.388  -0.632
C  0.562  0.627  5.746  -1.034
C  1.998  1.149  5.663  -0.833
H  1.725  -7.189  -2.780  0.390
H  2.360  -6.446  -1.313  0.224
H  1.899  -5.436  -2.675  0.134
H  -0.042  -7.130  -1.005  0.318
H  -0.506  -6.158  -2.373  0.458
H  -0.106  -7.094  1.217  0.418
H  -0.235  -6.052  2.605  0.431
H  2.356  -6.664  1.079  0.223
H  1.930  -7.251  2.686  0.398
H  2.247  -5.533  2.421  0.205
H  0.129  -3.889  3.268  0.169
H  -0.158  -3.450  5.368  0.475
H  0.190  -2.149  6.473  0.450
H  2.257  -3.326  4.532  0.216
H  2.134  -3.741  6.243  0.388
H  2.573  -2.104  5.758  0.225
H  -0.051  2.426  3.836  0.730
H  0.554  2.244  -3.480  0.026
H  -0.177  -3.943  -3.168  0.365
H  -0.598  1.622  -5.453  0.365
H  -0.566  0.205  -6.466  0.508
H  1.934  1.449  -5.180  0.262
H  1.444  1.656  -6.862  0.373
H  1.921  0.068  -6.265  0.222
H  -0.418  -2.038  -6.389  0.322
H  -0.812  -3.347  -5.305  0.444
H  2.014  -2.296  -5.882  0.221
H  1.340  -3.833  -6.425  0.389
H  1.660  -3.558  -4.712  0.127
H  1.574  3.999  3.255  0.345
H  1.300  5.497  2.407  0.541
H  3.581  3.544  1.787  0.265
H  3.733  5.040  2.704  0.541
H  3.323  5.101  0.996  0.114
H  0.875  5.557  -2.128  0.649
H  0.892  4.160  -3.144  0.551
H  3.128  4.917  -1.194  0.034
H  3.160  5.085  -2.944  0.558
H  3.135  3.482  -2.217  0.290
H  0.445  0.028  6.651  0.344
H  -0.129  1.468  5.856  0.415
H  2.710  0.324  5.622  0.204
H  2.243  1.764  6.528  0.414
H  2.151  1.752  4.766  0.117
C  3.266  -0.056  0.287  -0.706
O  2.056  0.219  0.982  -0.206
C  0.416  1.813  0.400  1.502
C  1.336  2.965  0.010  -0.940
C  -0.093  4.520  0.218  0.510
Br  0.285  6.413  0.204  -0.014
C  -1.540  4.322  0.382  -1.100
C  -2.007  3.124  0.070  -0.832
C  -1.024  2.064  -0.413  2.332
O  -1.849  0.868  -0.505  -1.061
C  -3.506  3.026  -0.026  0.212
N  -4.245  3.999  0.406  -0.647
C  -5.562  3.609  0.197  0.303
C  -6.752  4.283  0.479  -0.792
C  -7.932  3.659  0.140  -0.506
C  -7.946  2.392  -0.474  -0.504
C  -6.778  1.715  -0.760  -0.975
C  -5.597  2.358  -0.401  0.641
N  -4.266  1.981  -0.543  0.341
H  3.761  0.863  -0.037  0.171
H  3.076  -0.683  -0.587  0.273
H  3.905  -0.588  0.990  0.266
H  2.367  2.671  -0.151  0.448
H  -2.205  5.128  0.658  0.726
H  -2.631  1.041  0.036  0.662
H  -6.739  5.260  0.941  0.452
H  -8.874  4.150  0.343  0.404
H  -8.895  1.939  -0.726  0.399
H  -6.792  0.743  -1.235  0.400
H  -4.010  1.188  -1.107  0.146

Results
* HOMO: -9.72 eV
* multiplicity: 1
* total charge: +1
* largest force on an atom: 1.81 eV Å⁻¹
* LUMO level: -4.071 eV
* gap between HOMO and LUMO: 5.65 eV